Here is a 10-piece molecular cluster, C54H130O32P2 overall at a distorted geometry from the OMol25 dataset. Energies are from ωB97M-V with the def2-TZVPD basis set.

For the orbital gap, the calculation gives 9.539 eV. As for the SMILES: COP(=O)(OC)OC.COP(=O)(OC)OC.COCCOCCOC.COCCOCCOC.COCCOCCOC.COCCOCCOC.COCCOCCOC.COCCOCCOC.COCCOCCOC.COCCOCCOC. Its lowest unoccupied orbital energy is 0.23 eV. The max |F| is 1.91 eV Å⁻¹.

Last column: Mulliken charge in e.
Geometry (Å):
1 C 4.558 1.156 -5.067  0.44
2 O 5.662 0.434 -4.522  -0.47
3 P 5.629 -0.156 -3.040  0.34
4 O 4.461 -0.977 -2.709  -0.21
5 O 7.027 -0.935 -3.032  -0.40
6 C 7.061 -2.149 -3.779  -0.80
7 O 5.875 1.102 -2.062  0.16
8 C 7.137 1.687 -1.852  -0.77
9 H 3.642 0.808 -4.580  -0.01
10 H 4.437 0.896 -6.118  0.10
11 H 4.677 2.233 -4.961  -0.08
12 H 6.945 -2.951 -3.048  0.30
13 H 8.020 -2.273 -4.282  0.27
14 H 6.336 -2.336 -4.574  0.30
15 H 7.948 1.334 -2.486  0.34
16 H 7.445 1.559 -0.807  0.29
17 H 7.090 2.779 -1.903  0.25
18 C -0.918 -7.143 -2.124  -0.63
19 O -0.220 -6.446 -1.093  -0.10
20 P 1.155 -5.696 -1.425  0.50
21 O 2.173 -6.579 -2.009  -0.76
22 O 1.496 -4.951 -0.053  0.10
23 C 1.984 -5.726 1.036  -0.93
24 O 0.648 -4.496 -2.366  -0.06
25 C 1.572 -3.496 -2.771  -0.86
26 H -0.323 -7.137 -3.041  0.40
27 H -1.874 -6.673 -2.352  0.11
28 H -1.054 -8.176 -1.812  0.28
29 H 2.927 -5.332 1.417  0.27
30 H 2.105 -6.791 0.843  0.36
31 H 1.288 -5.603 1.869  0.30
32 H 2.610 -3.766 -2.553  0.54
33 H 1.377 -2.522 -2.325  0.13
34 H 1.582 -3.401 -3.859  0.42
35 C 2.548 -0.666 -10.077  -0.66
36 O 2.481 0.690 -10.426  -0.37
37 C 3.035 1.530 -9.443  -0.78
38 C 2.311 1.596 -8.117  0.66
39 O 1.119 2.320 -8.261  -0.46
40 C 0.561 2.822 -7.079  -1.00
41 C 0.033 1.812 -6.072  -0.43
42 O 1.095 1.124 -5.415  0.25
43 C 0.679 -0.048 -4.768  -0.54
44 H 2.261 -1.264 -10.945  0.27
45 H 1.857 -0.978 -9.289  0.23
46 H 3.572 -0.985 -9.851  0.31
47 H 3.116 2.538 -9.854  0.39
48 H 4.080 1.269 -9.224  0.36
49 H 2.984 2.020 -7.363  -0.22
50 H 2.198 0.568 -7.748  0.01
51 H -0.289 3.450 -7.344  0.35
52 H 1.338 3.419 -6.577  0.43
53 H -0.441 1.033 -6.686  0.65
54 H -0.709 2.239 -5.392  0.10
55 H 0.119 0.165 -3.852  -0.09
56 H 1.613 -0.482 -4.392  0.03
57 H 0.194 -0.805 -5.391  0.41
58 C -3.129 1.783 -3.444  -0.67
59 O -2.902 0.383 -3.489  -0.46
60 C -2.172 -0.068 -2.346  -0.38
61 C -1.768 -1.512 -2.552  -0.20
62 O -2.917 -2.299 -2.233  -0.50
63 C -2.818 -3.617 -2.740  0.38
64 C -4.218 -4.194 -2.857  -0.99
65 O -4.866 -4.106 -1.614  0.23
66 C -6.251 -4.359 -1.698  -1.13
67 H -2.385 2.331 -2.859  0.11
68 H -4.066 1.960 -2.896  0.40
69 H -3.212 2.139 -4.468  0.27
70 H -2.824 0.040 -1.472  0.59
71 H -1.283 0.556 -2.206  -0.23
72 H -0.940 -1.628 -1.841  -0.25
73 H -1.465 -1.729 -3.577  1.08
74 H -2.161 -4.241 -2.124  -0.38
75 H -2.353 -3.596 -3.732  0.52
76 H -4.106 -5.231 -3.192  0.33
77 H -4.739 -3.562 -3.584  0.40
78 H -6.759 -3.561 -2.248  0.35
79 H -6.656 -4.463 -0.694  0.28
80 H -6.451 -5.312 -2.203  0.35
81 C 4.685 1.509 1.645  -1.07
82 O 3.427 2.106 1.874  0.69
83 C 3.313 3.370 1.258  -0.19
84 C 1.997 4.024 1.667  -0.42
85 O 2.238 4.605 2.937  -0.10
86 C 1.227 5.467 3.437  -0.42
87 C 1.476 6.889 2.976  -0.93
88 O 1.300 7.057 1.578  -0.33
89 C -0.040 7.154 1.174  -0.67
90 H 4.786 0.629 2.278  0.34
91 H 5.495 2.205 1.889  0.38
92 H 4.814 1.187 0.606  -0.02
93 H 3.380 3.347 0.164  -0.73
94 H 4.127 4.016 1.605  0.63
95 H 1.143 3.345 1.626  0.37
96 H 1.875 4.810 0.913  0.32
97 H 1.423 5.452 4.514  0.36
98 H 0.214 5.099 3.257  0.28
99 H 2.496 7.138 3.275  0.30
100 H 0.898 7.663 3.495  0.44
101 H -0.084 7.186 0.088  0.21
102 H -0.559 8.056 1.526  0.34
103 H -0.599 6.308 1.592  0.28
104 C -1.046 1.915 5.482  -0.35
105 O 0.078 1.467 6.192  -0.46
106 C 1.010 0.818 5.353  -0.47
107 C 2.159 1.697 4.870  1.31
108 O 2.995 2.147 5.905  -0.42
109 C 4.015 2.995 5.439  0.69
110 C 5.062 3.151 6.535  -0.82
111 O 5.530 1.920 7.036  -0.40
112 C 6.182 1.163 6.017  -0.55
113 H -0.797 2.505 4.591  0.07
114 H -1.655 2.541 6.136  0.26
115 H -1.707 1.091 5.185  0.22
116 H 0.502 0.251 4.564  -0.16
117 H 1.436 -0.031 5.904  0.48
118 H 1.712 2.565 4.375  -0.54
119 H 2.689 1.115 4.111  -0.10
120 H 3.594 3.933 5.051  -0.19
121 H 4.451 2.589 4.512  -0.14
122 H 4.627 3.692 7.374  0.40
123 H 5.870 3.757 6.107  0.42
124 H 5.377 0.674 5.460  0.12
125 H 6.824 0.406 6.458  0.29
126 H 6.769 1.794 5.346  0.28
127 C -5.099 -9.017 -1.041  -0.72
128 O -5.210 -8.088 0.019  -0.42
129 C -4.120 -7.186 0.015  -0.18
130 C -4.252 -6.150 1.091  0.16
131 O -3.983 -6.621 2.380  -0.34
132 C -3.792 -5.607 3.320  0.13
133 C -3.976 -6.103 4.735  -0.83
134 O -5.324 -6.487 4.903  -0.27
135 C -5.675 -6.705 6.238  -0.76
136 H -5.055 -8.481 -1.993  0.24
137 H -5.943 -9.703 -1.046  0.30
138 H -4.208 -9.632 -0.883  0.29
139 H -4.004 -6.699 -0.959  0.02
140 H -3.229 -7.791 0.239  0.43
141 H -5.245 -5.688 1.025  0.27
142 H -3.571 -5.349 0.771  -0.29
143 H -4.505 -4.784 3.182  0.08
144 H -2.800 -5.141 3.252  0.20
145 H -3.762 -5.274 5.425  0.41
146 H -3.294 -6.905 5.041  0.41
147 H -6.667 -7.141 6.303  0.24
148 H -5.588 -5.776 6.819  0.28
149 H -4.983 -7.382 6.762  0.31
150 C -4.114 -2.269 1.317  -0.48
151 O -2.818 -2.444 1.822  -0.14
152 C -1.859 -2.622 0.798  1.39
153 C -0.425 -2.551 1.331  0.01
154 O -0.210 -1.529 2.282  -0.51
155 C -0.434 -0.243 1.752  -0.78
156 C 0.796 0.302 1.026  1.35
157 O 0.828 -0.191 -0.302  1.00
158 C 1.952 0.229 -1.061  -0.39
159 H -4.830 -2.426 2.127  0.32
160 H -4.453 -3.047 0.621  -0.14
161 H -4.227 -1.293 0.837  0.37
162 H -2.006 -1.770 0.128  -1.29
163 H -1.979 -3.574 0.275  0.22
164 H 0.210 -2.413 0.453  -0.08
165 H -0.236 -3.498 1.836  0.06
166 H -0.471 0.455 2.596  0.23
167 H -1.372 -0.146 1.208  0.07
168 H 1.714 0.021 1.561  0.30
169 H 0.853 1.397 1.081  -1.42
170 H 2.134 1.307 -0.981  -0.01
171 H 1.698 -0.045 -2.085  -0.82
172 H 2.800 -0.384 -0.740  0.48
173 C 0.178 3.970 -1.593  -0.46
174 O -0.365 3.941 -2.901  -0.36
175 C 0.426 4.656 -3.841  -1.11
176 C 1.914 4.354 -3.866  -0.01
177 O 2.573 4.987 -2.771  -0.35
178 C 3.849 4.466 -2.468  0.40
179 C 4.964 5.003 -3.321  -1.07
180 O 4.800 4.599 -4.647  -0.05
181 C 5.701 5.149 -5.575  -0.90
182 H -0.589 3.544 -0.940  0.33
183 H 0.298 5.010 -1.276  0.42
184 H 1.090 3.390 -1.455  0.00
185 H 0.293 5.729 -3.665  0.43
186 H 0.090 4.426 -4.853  0.32
187 H 2.292 4.771 -4.807  0.46
188 H 2.161 3.287 -3.904  0.21
189 H 3.843 3.368 -2.457  -0.15
190 H 4.033 4.711 -1.419  0.31
191 H 5.932 4.604 -2.965  0.27
192 H 5.128 6.068 -3.103  0.56
193 H 5.971 6.183 -5.335  0.35
194 H 5.264 5.031 -6.563  0.22
195 H 6.677 4.643 -5.541  0.28
196 C -4.288 0.674 3.519  -0.93
197 O -4.393 1.051 4.894  -0.23
198 C -5.118 0.052 5.604  -0.26
199 C -5.133 0.317 7.068  -0.84
200 O -5.997 1.354 7.523  -0.29
201 C -5.709 2.642 7.025  -0.05
202 C -6.549 3.774 7.609  -0.66
203 O -7.924 3.695 7.315  -0.36
204 C -8.624 2.706 8.028  -0.57
205 H -3.690 -0.231 3.385  0.31
206 H -3.721 1.525 3.130  0.29
207 H -5.248 0.625 3.001  0.44
208 H -4.642 -0.935 5.488  0.37
209 H -6.103 -0.136 5.159  0.40
210 H -4.098 0.397 7.424  0.29
211 H -5.554 -0.538 7.601  0.32
212 H -5.807 2.693 5.937  0.22
213 H -4.645 2.861 7.202  0.23
214 H -6.177 4.683 7.142  0.31
215 H -6.389 3.869 8.688  0.39
216 H -8.270 1.708 7.767  0.20
217 H -9.700 2.754 7.863  0.26
218 H -8.505 2.880 9.106  0.26

Here is C34H49GeN4O6S3Tm as an isolated structure at a distorted geometry from the OMol25 dataset. Energies are from ωB97M-V with the def2-TZVPD basis set.

For the orbital gap (alpha / beta), the calculation gives 6.195 / 7.179 eV. Its spin multiplicity is 4. The net charge is -1. Its lowest unoccupied orbital energy (alpha / beta) is 2.47 / 2.47 eV. The max |F| is 1.01 eV Å⁻¹.

Last column: Löwdin spin population.
Geometry (Å):
1 Tm -0.416 0.372 -0.531  2.01
2 C -0.794 -4.286 1.594  0.00
3 N 0.137 -3.174 1.780  0.00
4 C 1.532 -3.627 1.828  0.00
5 C 2.441 -2.962 0.804  0.00
6 N 2.764 -1.570 1.094  0.00
7 C 3.658 -1.012 0.084  0.00
8 C 3.237 -1.289 2.419  0.00
9 C 4.210 -2.103 3.003  0.00
10 C 4.666 -1.893 4.293  0.00
11 C 4.160 -0.820 5.019  0.00
12 C 3.226 0.020 4.442  0.00
13 C 2.746 -0.195 3.144  0.01
14 S 1.497 0.980 2.714  0.02
15 C -0.326 -2.253 2.776  0.00
16 C 0.218 -2.245 4.062  0.00
17 C -0.260 -1.412 5.062  0.00
18 C -1.332 -0.578 4.799  0.00
19 C -1.887 -0.569 3.527  0.00
20 C -1.392 -1.357 2.484  0.00
21 S -2.161 -1.187 0.883  0.00
22 H -0.511 -4.857 0.706  0.00
23 H -1.805 -3.907 1.454  0.00
24 H -0.790 -4.968 2.461  0.00
25 H 1.557 -4.699 1.629  0.00
26 H 1.971 -3.500 2.813  0.00
27 H 1.922 -2.972 -0.158  0.00
28 H 3.350 -3.580 0.681  0.00
29 H 4.606 -1.573 0.025  0.00
30 H 3.887 0.026 0.325  0.00
31 H 3.185 -1.039 -0.899  0.00
32 H 4.600 -2.940 2.430  0.00
33 H 5.410 -2.553 4.725  0.00
34 H 4.505 -0.634 6.030  0.00
35 H 2.840 0.872 4.999  0.00
36 H 1.041 -2.899 4.313  0.00
37 H 0.212 -1.424 6.038  0.00
38 H -1.733 0.070 5.571  0.00
39 H -2.721 0.084 3.305  0.00
40 C -3.071 -1.396 -2.857  0.00
41 C -2.999 0.120 -2.997  0.00
42 C -4.424 0.678 -2.999  0.00
43 C -2.269 0.491 -4.287  0.00
44 O -2.278 0.641 -1.874  0.00
45 Ge -2.258 2.580 -1.628  0.00
46 O -0.447 2.595 -2.069  0.00
47 C 0.171 3.524 -2.972  0.00
48 C 1.025 2.739 -3.962  0.00
49 C 1.048 4.510 -2.203  0.01
50 C -0.886 4.325 -3.741  0.00
51 O -1.696 2.236 0.165  0.00
52 C -2.103 3.166 1.177  0.00
53 C -3.553 2.858 1.538  0.00
54 C -1.189 2.986 2.373  0.00
55 C -1.971 4.611 0.683  0.00
56 H -3.817 -1.801 -3.545  0.00
57 H -3.347 -1.659 -1.832  0.00
58 H -2.109 -1.847 -3.091  0.00
59 H -5.000 0.222 -3.808  0.00
60 H -4.429 1.761 -3.137  0.00
61 H -4.908 0.450 -2.044  0.00
62 H -2.705 -0.027 -5.145  0.00
63 H -1.215 0.216 -4.202  0.00
64 H -2.325 1.569 -4.465  0.00
65 H 1.701 2.072 -3.428  0.00
66 H 1.612 3.421 -4.584  0.00
67 H 0.389 2.129 -4.612  0.00
68 H 1.872 4.001 -1.710  0.00
69 H 0.457 5.026 -1.443  0.00
70 H 1.460 5.256 -2.890  0.00
71 H -1.568 3.658 -4.278  0.00
72 H -0.394 4.974 -4.469  0.00
73 H -1.479 4.949 -3.064  0.00
74 H -4.209 3.084 0.692  0.00
75 H -3.653 1.795 1.768  0.00
76 H -3.873 3.447 2.402  0.00
77 H -1.214 1.957 2.730  0.00
78 H -1.497 3.651 3.187  0.00
79 H -0.164 3.232 2.091  0.00
80 H -2.671 4.827 -0.128  0.00
81 H -0.952 4.786 0.328  0.00
82 H -2.175 5.300 1.505  0.00
83 O 2.620 -0.618 -3.457  0.00
84 C 1.694 -0.685 -2.669  0.00
85 O 1.204 0.260 -1.961  0.01
86 C 1.011 -2.024 -2.447  0.00
87 C 1.450 -3.159 -3.106  0.00
88 C 0.802 -4.358 -2.863  0.00
89 C -0.259 -4.370 -1.972  0.00
90 C -0.629 -3.185 -1.362  0.00
91 N -0.009 -2.030 -1.591  0.00
92 H 2.287 -3.061 -3.783  0.00
93 H 1.119 -5.270 -3.354  0.00
94 H -0.793 -5.284 -1.745  0.00
95 H -1.442 -3.138 -0.646  0.00
96 O 3.285 2.552 0.853  0.29
97 S 2.109 1.978 0.129  0.44
98 N 1.213 0.935 1.071  0.18

Here is C2H4MgNaO4 as an isolated structure at a distorted geometry from the OMol25 dataset. Energies are from ωB97M-V with the def2-TZVPD basis set.

For the orbital gap, the calculation gives 8.600 eV. Its spin multiplicity is 2. The net charge is +4. Its lowest unoccupied orbital energy is -17.60 eV. The max |F| is 1.26 eV Å⁻¹.

Last column: Löwdin spin population.
Geometry (Å):
1 O 3.433 -1.835 0.095  0.69
2 C 3.028 -2.651 0.853  0.15
3 H 3.696 -3.488 1.195  0.08
4 H 1.964 -2.619 1.218  0.08
5 Mg -0.669 4.173 -0.617  0.00
6 Na -1.990 2.020 -3.919  0.00
7 O -1.411 2.517 -1.486  0.00
8 C -1.528 0.018 0.853  0.00
9 O -0.997 0.586 -0.089  0.00
10 O -2.047 1.729 -0.661  0.00
11 H -0.929 -0.734 1.386  0.00
12 H -2.549 0.285 1.172  0.00

Here is an isolated molecule of C18H27N3O7S from the OMol25 dataset. Energies are from ωB97M-V with the def2-TZVPD basis set.

For the orbital gap, the calculation gives 8.453 eV. As for the SMILES: CCOC(=O)N1CCN(C(=O)CN(c2ccc(OC)c(OC)c2)S(C)(=O)=O)CC1. The energy relative to the best compared isomer or geometry (same formula, charge and spin) comes out at 0.0 kcal per mole. Its lowest unoccupied orbital energy is 0.52 eV. The max |F| is 1.00 eV Å⁻¹.

Last column: natural (NBO) charge in e.
Geometry (Å):
1 C -3.121 -1.595 -2.672  -0.64
2 C -2.419 -0.722 -1.641  -0.07
3 H -2.477 0.333 -1.910  0.19
4 H -2.860 -0.878 -0.652  0.20
5 O -1.019 -0.997 -1.587  -0.52
6 C -0.662 -2.101 -0.903  0.91
7 O -1.429 -2.804 -0.285  -0.68
8 N 0.663 -2.359 -1.014  -0.45
9 C 1.631 -1.422 -1.545  -0.23
10 H 1.921 -1.709 -2.562  0.19
11 H 1.177 -0.431 -1.584  0.24
12 C 2.868 -1.424 -0.625  -0.23
13 N 2.469 -1.752 0.723  -0.43
14 C 2.273 -0.908 1.751  0.68
15 O 1.935 -1.305 2.855  -0.64
16 C 2.527 0.585 1.531  -0.34
17 N 1.865 1.174 0.387  -0.68
18 C 0.472 1.394 0.431  0.12
19 C -0.134 2.367 -0.346  -0.23
20 C -1.508 2.569 -0.270  -0.29
21 C -2.304 1.809 0.564  0.23
22 C -1.697 0.790 1.332  0.36
23 C -0.328 0.606 1.262  -0.36
24 H 0.117 -0.167 1.860  0.24
25 O -2.532 0.049 2.098  -0.49
26 C -2.035 -1.128 2.701  -0.27
27 H -1.237 -0.916 3.418  0.18
28 H -1.677 -1.836 1.948  0.20
29 H -2.885 -1.561 3.226  0.20
30 O -3.655 1.933 0.701  -0.48
31 C -4.312 2.914 -0.059  -0.25
32 H -4.197 2.738 -1.134  0.17
33 H -5.365 2.833 0.206  0.20
34 H -3.956 3.921 0.183  0.17
35 H -1.942 3.336 -0.891  0.22
36 H 0.433 2.947 -1.051  0.23
37 S 2.843 2.112 -0.590  2.32
38 O 4.175 1.590 -0.458  -0.95
39 O 2.300 2.162 -1.911  -0.93
40 C 2.834 3.768 0.152  -0.87
41 H 1.824 4.021 0.443  0.25
42 H 3.208 4.461 -0.590  0.26
43 H 3.494 3.733 1.009  0.25
44 H 2.225 1.084 2.460  0.23
45 H 3.599 0.732 1.380  0.27
46 C 2.031 -3.129 0.867  -0.23
47 H 1.421 -3.182 1.771  0.24
48 C 1.222 -3.531 -0.381  -0.24
49 H 1.860 -4.041 -1.109  0.19
50 H 0.398 -4.190 -0.106  0.25
51 H 2.897 -3.788 0.991  0.20
52 H 3.378 -0.465 -0.669  0.25
53 H 3.573 -2.198 -0.946  0.20
54 H -3.056 -2.639 -2.376  0.22
55 H -4.168 -1.312 -2.734  0.21
56 H -2.658 -1.473 -3.648  0.21